No. 1
DFT (wB97M-V/def2-TZVPD) results for one molecule with the formula C5H12Si.

- Energy relative to the best compared isomer or geometry (same formula, charge and spin): 1.919 eV
- Energy: -487.1053 Ha
- Highest occupied orbital energy: -9.3 eV
- Net charge: 0

Element x y z (Å)
1 C -2.125 -0.537 -0.371
2 C -1.269 0.354 0.071
3 C -1.531 0.915 1.408
4 C 0.238 1.023 -0.796
5 Si 1.577 -0.326 -1.234
6 C 1.987 -1.287 0.336
7 H -2.043 -1.212 -1.259
8 H -3.040 -0.649 0.161
9 H -0.566 0.905 2.017
10 H -1.910 1.923 1.300
11 H -2.229 0.394 2.038
12 H 0.070 1.613 -1.783
13 H 0.760 1.809 -0.154
14 H 1.146 -1.062 -2.450
15 H 2.798 0.531 -1.665
16 H 2.129 -0.560 1.229
17 H 1.149 -1.965 0.643
18 H 2.861 -1.869 0.510

---

No. 2
DFT (wB97M-V/def2-TZVPD) results for C19H37Br2InN2O as an isolated structure.

- Energy: -6268.7862 Ha
- Highest occupied orbital energy: -6.2 eV
- Net charge: 0

Element x y z (Å)
1 C 7.471 -0.120 2.868
2 C 8.055 0.478 1.487
3 C 7.274 1.779 0.998
4 C 6.294 1.505 -0.239
5 C 4.840 2.159 -0.051
6 C 3.691 1.046 0.044
7 C 2.790 0.925 -1.265
8 In 0.925 -0.288 -0.723
9 C -0.270 0.608 0.969
10 O -1.557 1.024 0.425
11 C -2.440 1.497 1.440
12 C -2.946 0.349 2.444
13 C 1.545 -2.438 -0.422
14 Br 0.934 -3.732 -1.835
15 C 2.303 -2.971 0.611
16 C 2.759 -4.472 0.774
17 Br 2.908 -1.760 2.080
18 H 6.398 0.197 2.998
19 H 7.541 -1.255 2.825
20 H 8.075 0.245 3.754
21 H 8.070 -0.354 0.722
22 H 9.135 0.756 1.720
23 H 8.039 2.539 0.648
24 H 6.683 2.177 1.870
25 H 6.258 0.384 -0.386
26 H 6.713 1.943 -1.196
27 H 4.837 2.728 0.932
28 H 4.626 2.920 -0.865
29 H 4.228 0.052 0.152
30 H 3.019 1.255 0.929
31 H 3.346 0.264 -2.011
32 H 2.489 1.914 -1.713
33 H -0.124 -0.200 -2.210
34 H -0.339 -0.107 1.841
35 H 0.260 1.570 1.291
36 H -2.038 2.402 2.004
37 H -3.380 1.879 0.913
38 H -4.065 0.212 2.325
39 H -2.691 0.659 3.501
40 H -2.401 -0.608 2.172
41 H 3.826 -4.526 0.373
42 H 2.163 -5.204 0.164
43 H 2.835 -4.769 1.865
44 C -3.914 0.199 -2.190
45 C -5.023 0.690 -1.285
46 N -6.351 0.242 -1.729
47 C -6.933 0.511 -2.950
48 C -8.173 -0.044 -2.927
49 N -8.329 -0.618 -1.685
50 C -7.209 -0.447 -0.979
51 C -9.522 -1.300 -1.192
52 H -4.047 0.554 -3.215
53 H -2.946 0.558 -1.832
54 H -3.888 -0.893 -2.217
55 H -5.037 1.782 -1.248
56 H -4.860 0.326 -0.268
57 H -6.385 1.067 -3.689
58 H -8.976 -0.091 -3.641
59 H -7.037 -0.791 0.030
60 H -9.884 -0.785 -0.303
61 H -9.269 -2.331 -0.946
62 H -10.298 -1.290 -1.956

---

No. 3
DFT (wB97M-V/def2-TZVPD) results for one molecule with the formula C6H12NP.

- Energy relative to the best compared isomer or geometry (same formula, charge and spin): 0.178 eV
- Energy: -631.8489 Ha
- Highest occupied orbital energy: -8.6 eV
- Net charge: 0

Element x y z (Å)
1 C -1.001 -1.000 1.322
2 C -0.768 -0.073 0.207
3 P -2.406 0.367 -0.749
4 C 0.045 -0.688 -0.961
5 C 1.443 -0.657 -0.636
6 C 1.809 0.824 -0.425
7 C 0.855 1.684 0.398
8 N -0.329 1.223 0.664
9 H -1.659 -0.681 2.140
10 H 0.016 -1.146 1.769
11 H -1.364 -1.983 0.956
12 H -2.462 1.777 -0.372
13 H -3.273 -0.331 0.238
14 H -0.216 -0.089 -1.842
15 H -0.488 -1.748 -1.109
16 H 2.225 -1.056 -1.299
17 H 1.495 -1.201 0.358
18 H 2.018 1.270 -1.391
19 H 2.832 0.893 -0.005
20 H 1.228 2.616 0.737

---

No. 4
DFT (wB97M-V/def2-TZVPD) results for C45H115BeN8O14 as an isolated structure.

- Energy relative to the best compared isomer or geometry (same formula, charge and spin): 3.206 eV
- Energy: -3288.5633 Ha
- Highest occupied orbital energy: -9.5 eV
- Net charge: +1

Element x y z (Å)
1 Be -2.593 1.295 4.809
2 C -0.353 -0.362 -0.794
3 C -1.496 -0.988 0.064
4 C -0.950 -2.259 0.719
5 O -2.038 -0.212 1.095
6 H -0.204 0.711 -0.674
7 H -0.705 -0.361 -1.826
8 H 0.541 -0.984 -0.745
9 H -2.267 -1.186 -0.681
10 H -0.526 -2.899 -0.055
11 H -1.717 -2.873 1.192
12 H -0.118 -2.128 1.410
13 C -3.666 5.234 4.627
14 O -3.464 4.074 3.818
15 C -4.178 4.044 2.505
16 C -5.583 3.505 2.825
17 N -5.525 2.154 3.254
18 C -6.495 1.742 4.264
19 C -6.248 0.241 4.543
20 O -4.925 -0.138 4.745
21 C -4.809 -1.557 4.696
22 H -4.737 5.376 4.772
23 H -3.283 6.142 4.162
24 H -3.264 5.157 5.637
25 H -3.617 3.405 1.823
26 H -4.195 5.034 2.047
27 H -6.266 3.614 1.982
28 H -5.938 4.173 3.609
29 H -5.386 1.588 2.430
30 H -7.466 1.990 3.836
31 H -6.413 2.198 5.250
32 H -6.633 -0.231 3.640
33 H -6.802 -0.102 5.416
34 H -5.397 -1.912 3.850
35 H -5.338 -2.063 5.504
36 H -3.803 -1.976 4.683
37 C 8.552 4.701 -5.991
38 O 8.106 3.648 -5.093
39 C 8.589 3.957 -3.788
40 C 8.128 2.866 -2.889
41 N 6.672 2.817 -2.520
42 C 6.285 1.576 -1.773
43 C 6.521 1.527 -0.226
44 O 5.704 0.670 0.488
45 C 5.991 -0.763 0.007
46 H 8.022 5.626 -5.762
47 H 8.340 4.466 -7.034
48 H 9.603 4.919 -5.803
49 H 8.295 4.958 -3.474
50 H 9.663 4.141 -3.806
51 H 8.691 2.981 -1.962
52 H 8.433 1.832 -3.050
53 H 6.242 2.873 -3.432
54 H 6.627 0.704 -2.330
55 H 5.207 1.654 -1.916
56 H 6.163 2.417 0.291
57 H 7.555 1.319 0.049
58 H 5.273 -1.335 0.594
59 H 6.990 -1.162 0.186
60 H 5.848 -1.038 -1.038
61 C -8.345 2.955 -3.125
62 O -7.217 3.620 -3.083
63 C -5.904 3.041 -2.902
64 C -5.310 2.326 -4.113
65 N -4.973 3.274 -5.171
66 C -4.794 2.586 -6.433
67 C -6.083 2.331 -7.217
68 O -6.906 3.526 -7.302
69 C -8.315 3.409 -7.223
70 H -9.301 3.460 -2.982
71 H -8.227 2.220 -2.329
72 H -8.446 2.391 -4.052
73 H -5.739 2.373 -2.056
74 H -5.316 3.933 -2.688
75 H -6.008 1.666 -4.629
76 H -4.573 1.578 -3.819
77 H -5.872 3.726 -5.081
78 H -4.160 1.707 -6.549
79 H -4.278 3.380 -6.971
80 H -6.653 1.574 -6.677
81 H -6.031 1.752 -8.140
82 H -8.550 3.520 -6.165
83 H -8.473 2.383 -7.555
84 H -8.806 4.202 -7.788
85 C 3.907 -10.874 6.022
86 O 5.187 -11.055 6.501
87 C 6.294 -10.561 5.750
88 C 6.214 -9.055 5.316
89 N 7.510 -8.372 4.990
90 C 7.478 -6.939 5.274
91 C 6.202 -6.293 4.566
92 O 4.978 -6.245 5.391
93 C 3.814 -5.679 4.829
94 H 3.303 -11.016 6.918
95 H 3.747 -11.738 5.377
96 H 3.643 -9.987 5.447
97 H 6.611 -11.343 5.060
98 H 7.090 -10.554 6.494
99 H 5.874 -8.556 6.223
100 H 5.531 -8.827 4.497
101 H 8.305 -8.747 5.487
102 H 8.400 -6.410 5.031
103 H 7.387 -6.858 6.357
104 H 6.013 -6.879 3.666
105 H 6.500 -5.297 4.240
106 H 3.449 -6.172 3.928
107 H 4.061 -4.649 4.571
108 H 2.876 -5.677 5.385
109 C 0.384 5.608 -4.707
110 O 1.049 6.397 -5.744
111 C 1.474 7.620 -5.306
112 C 0.286 8.609 -5.374
113 N 0.811 10.015 -5.454
114 C -0.162 10.980 -5.804
115 C 0.560 12.359 -5.903
116 O 1.080 12.725 -4.678
117 C 1.699 14.019 -4.565
118 H 1.044 5.323 -3.888
119 H -0.138 4.715 -5.050
120 H -0.366 6.201 -4.183
121 H 2.160 7.911 -6.102
122 H 1.904 7.671 -4.306
123 H -0.184 8.448 -4.403
124 H -0.390 8.357 -6.191
125 H 1.085 10.389 -4.557
126 H -0.792 11.032 -4.916
127 H -0.667 10.541 -6.664
128 H -0.045 13.195 -6.255
129 H 1.391 12.437 -6.604
130 H 2.594 14.236 -5.147
131 H 1.983 14.110 -3.517
132 H 1.065 14.878 -4.788
133 C -1.776 -4.048 -6.564
134 C -0.387 -3.458 -6.808
135 C 0.410 -3.483 -5.466
136 O 1.815 -3.119 -5.638
137 C 2.262 -2.113 -4.723
138 N 0.216 -4.140 -7.947
139 H -1.597 -5.123 -6.572
140 H -2.426 -3.872 -7.421
141 H -2.317 -3.672 -5.696
142 H -0.528 -2.412 -7.081
143 H 0.448 -4.550 -5.247
144 H -0.142 -3.000 -4.660
145 H 3.272 -1.787 -4.969
146 H 2.216 -2.439 -3.684
147 H 1.606 -1.260 -4.900
148 H 0.109 -5.112 -7.696
149 H -0.322 -4.055 -8.798
150 C 1.830 2.136 6.718
151 C 1.763 0.967 5.656
152 C 1.206 -0.298 6.290
153 O -0.017 -0.077 6.958
154 C -0.417 -1.170 7.837
155 N 0.983 1.392 4.453
156 H 0.825 2.309 7.102
157 H 2.258 3.113 6.494
158 H 2.436 1.743 7.535
159 H 2.700 0.762 5.139
160 H 2.003 -0.615 6.962
161 H 1.008 -1.136 5.623
162 H -1.248 -0.859 8.470
163 H 0.444 -1.362 8.477
164 H -0.553 -1.976 7.116
165 H 0.986 0.803 3.632
166 H 1.406 2.278 4.214
167 C -4.257 -9.113 2.778
168 C -2.967 -8.468 3.442
169 C -3.067 -8.318 4.980
170 O -3.039 -9.549 5.698
171 C -3.227 -9.305 7.096
172 N -1.871 -9.398 3.123
173 H -4.354 -8.892 1.715
174 H -5.181 -8.711 3.192
175 H -4.198 -10.184 2.973
176 H -2.800 -7.499 2.972
177 H -3.966 -7.738 5.189
178 H -2.235 -7.654 5.217
179 H -4.097 -8.695 7.341
180 H -2.384 -8.887 7.646
181 H -3.331 -10.281 7.569
182 H -2.066 -10.335 3.445
183 H -0.993 -9.062 3.493

---

No. 5
DFT (wB97M-V/def2-TZVPD) results for C26H56AlN3O5 as an isolated structure.

- Energy: -1805.3685 Ha
- Highest occupied orbital energy: -20.4 eV
- Net charge: +4

Element x y z (Å)
1 Al -2.002 -0.316 -4.630
2 O -0.307 0.828 -2.588
3 H -0.136 1.368 -1.802
4 C 3.849 -1.274 -1.005
5 C 2.709 -2.272 -0.689
6 C 3.020 -3.593 -1.400
7 C 3.813 -4.633 -0.633
8 C 3.239 -4.881 0.746
9 C 3.096 -3.601 1.638
10 N 2.498 -2.464 0.831
11 O 1.896 -1.608 1.406
12 C 4.533 -3.219 2.159
13 C 2.099 -3.905 2.757
14 C 1.405 -1.722 -1.283
15 H 3.772 -0.836 -1.996
16 H 4.764 -1.859 -0.920
17 H 3.797 -0.465 -0.274
18 H 3.412 -3.401 -2.398
19 H 2.080 -4.126 -1.579
20 H 4.842 -4.266 -0.555
21 H 3.941 -5.553 -1.202
22 H 3.795 -5.663 1.261
23 H 2.242 -5.317 0.631
24 H 4.884 -3.943 2.888
25 H 4.362 -2.264 2.669
26 H 5.251 -2.862 1.423
27 H 1.212 -4.460 2.435
28 H 1.697 -2.993 3.195
29 H 2.374 -4.593 3.557
30 H 0.524 -2.368 -1.286
31 H 1.491 -1.601 -2.365
32 H 1.115 -0.705 -1.024
33 C -7.015 -0.703 1.394
34 C -5.879 -1.427 0.668
35 C -4.820 -0.521 0.013
36 N -3.557 -0.520 0.887
37 C -3.884 0.100 2.236
38 C -2.370 0.140 0.204
39 C -1.080 -0.373 0.811
40 C -1.453 -1.831 1.186
41 C -2.957 -1.973 0.972
42 H -7.426 -1.347 2.175
43 H -7.871 -0.572 0.734
44 H -6.770 0.228 1.905
45 H -6.441 -1.984 -0.084
46 H -5.412 -2.235 1.230
47 H -5.113 0.505 -0.211
48 H -4.670 -0.969 -0.972
49 H -4.320 1.086 2.096
50 H -2.928 0.200 2.747
51 H -4.537 -0.629 2.708
52 H -2.564 1.202 0.374
53 H -2.407 0.027 -0.880
54 H -0.799 0.205 1.690
55 H -0.264 -0.395 0.099
56 H -1.295 -2.100 2.230
57 H -0.843 -2.549 0.640
58 H -3.402 -2.305 1.908
59 H -3.270 -2.641 0.173
60 C 2.470 2.035 1.781
61 C 2.075 3.205 0.831
62 C 0.631 2.949 0.298
63 N 0.148 4.002 -0.720
64 C 0.862 4.019 -2.048
65 C 0.159 5.412 0.041
66 C -0.986 6.209 -0.606
67 C -1.980 5.085 -0.903
68 C -1.296 3.732 -0.898
69 H 2.092 2.107 2.801
70 H 3.553 2.046 1.895
71 H 2.115 1.074 1.399
72 H 2.821 3.394 0.061
73 H 2.118 4.047 1.523
74 H -0.091 2.842 1.105
75 H 0.634 1.971 -0.193
76 H 1.941 4.037 -1.893
77 H 0.651 5.023 -2.413
78 H 0.638 3.219 -2.746
79 H 1.131 5.876 -0.110
80 H -0.004 5.117 1.075
81 H -0.592 6.643 -1.525
82 H -1.330 7.021 0.030
83 H -2.577 5.212 -1.804
84 H -2.698 4.940 -0.094
85 H -1.543 3.197 -1.816
86 H -1.663 3.134 -0.068
87 O 1.981 0.692 -3.447
88 C 1.952 0.364 -4.723
89 O 3.001 0.370 -5.378
90 O 0.869 0.125 -5.258
91 H 0.999 0.848 -3.098

---

No. 6
DFT (wB97M-V/def2-TZVPD) results for C9H17ClCuNO10S as an isolated structure.

- Energy relative to the best compared isomer or geometry (same formula, charge and spin): 14.505 eV
- Energy: -3658.4684 Ha
- Highest occupied orbital energy: 1.0 eV
- Net charge: -2

Element x y z (Å)
1 Cu -15.320 24.890 -2.503
2 Cl -13.895 26.324 -2.997
3 O -14.727 23.923 -3.992
4 C -16.042 23.908 -4.449
5 C -17.310 24.156 -3.546
6 O -17.405 25.290 -2.702
7 H -16.281 23.028 -5.047
8 H -16.114 24.655 -5.239
9 H -17.339 23.274 -2.907
10 H -18.203 24.004 -4.151
11 C -13.997 22.049 -2.947
12 N -13.926 23.191 -1.990
13 O -12.887 23.755 -1.875
14 O -14.912 23.458 -1.251
15 H -13.365 21.218 -2.634
16 H -13.855 22.452 -3.950
17 H -15.015 21.660 -2.943
18 O -15.910 25.429 -1.155
19 C -15.655 24.885 -0.081
20 O -14.711 25.334 0.773
21 C -14.618 24.439 1.916
22 C -15.049 23.134 1.325
23 C -16.165 23.503 0.408
24 H -15.182 24.933 2.707
25 H -13.588 24.339 2.259
26 H -15.224 22.395 2.108
27 H -14.251 22.776 0.676
28 H -17.046 23.606 1.041
29 H -16.517 22.731 -0.277
30 C -16.217 26.978 -2.801
31 C -17.545 27.153 -2.139
32 O -18.110 28.137 -2.931
33 S -17.046 29.354 -3.366
34 O -16.899 30.373 -2.277
35 O -17.337 29.924 -4.693
36 O -15.819 28.223 -3.214
37 H -16.246 26.353 -3.694
38 H -15.494 26.539 -2.114
39 H -17.391 27.520 -1.124
40 H -18.134 26.238 -2.207

---

No. 7
DFT (wB97M-V/def2-TZVPD) results for an isolated ion of composition C5H10N3 and charge +1.

- Energy relative to the best compared isomer or geometry (same formula, charge and spin): 5.357 eV
- Energy: -360.3782 Ha
- Highest occupied orbital energy: -13.9 eV
- Net charge: +1

Element x y z (Å)
1 C 1.481 0.417 0.911
2 C 1.317 -0.066 -0.313
3 C 0.254 0.803 1.717
4 C -0.899 0.291 0.993
5 C -0.385 -1.586 -1.242
6 N 0.444 1.253 2.866
7 N -0.459 0.658 -1.704
8 N -0.035 -0.214 -0.764
9 H 2.445 0.577 1.315
10 H 2.213 -0.321 -0.875
11 H -1.330 -0.638 1.318
12 H -1.629 0.885 0.522
13 H 0.360 -2.319 -1.018
14 H -1.412 -1.930 -0.810
15 H -0.503 -1.581 -2.432
16 H -0.275 1.587 3.441
17 H -0.382 1.737 -1.584
18 H -1.206 0.447 -2.341

---

No. 8
DFT (wB97M-V/def2-TZVPD) results for C13H25IP2Pt as an isolated structure.

- 2S+1: 5
- Energy relative to the best compared isomer or geometry (same formula, charge and spin): 0.286 eV
- <S²>: 6.015
- Energy: -1609.2650 Ha
- Highest occupied orbital energy (spin up / spin down): -13.4 / -15.4 eV
- Net charge: +2

Element x y z (Å)
1 C 3.935 -3.787 -0.470
2 C 3.606 -4.322 0.918
3 H 3.455 -4.389 -1.246
4 H 5.013 -3.814 -0.654
5 H 3.593 -2.754 -0.609
6 H 2.567 -4.133 1.197
7 H 3.768 -5.403 0.955
8 H 4.245 -3.871 1.680
9 Pt -0.048 -0.075 -0.199
10 C 1.030 -0.678 1.490
11 H 0.560 -1.557 1.967
12 H 1.047 0.195 2.160
13 H 2.028 -0.919 1.115
14 I 2.054 -0.690 -1.632
15 C -2.798 0.127 -2.767
16 P -1.453 0.860 -1.780
17 C -0.434 1.661 -3.008
18 C -2.427 2.201 -0.930
19 C -3.165 3.226 -1.531
20 C -3.997 4.024 -0.753
21 C -4.166 3.774 0.605
22 C -3.488 2.695 1.207
23 C -2.585 1.951 0.440
24 P -1.635 0.524 1.169
25 C -1.221 1.224 2.779
26 C -2.816 -0.831 1.341
27 H -2.373 -0.692 -3.361
28 H -3.201 0.905 -3.422
29 H -3.606 -0.279 -2.138
30 H -1.061 2.302 -3.635
31 H 0.320 2.285 -2.519
32 H 0.036 0.855 -3.579
33 H -3.121 3.405 -2.597
34 H -4.556 4.828 -1.202
35 H -4.841 4.361 1.209
36 H -3.693 2.441 2.229
37 H -2.139 1.508 3.297
38 H -0.694 0.474 3.370
39 H -0.586 2.112 2.601
40 H -3.650 -0.529 1.977
41 H -3.184 -1.156 0.366
42 H -2.289 -1.663 1.824